Molecular formula: C20H24N5O6Re
Method: DFT, ωB97M-V with the def2-TZVPD basis set

The geometry in XYZ format:
```
56
Properties=species:S:1:pos:R:3:forces:R:3
Re 0.153 -0.589 0.266 -0.676 0.053 0.160
C -3.325 -1.960 -0.757 0.001 -0.004 0.003
C -2.028 -2.636 -1.002 -0.100 0.018 -0.059
N -0.822 -2.210 -0.647 0.182 0.042 0.077
C 0.094 -3.148 -1.099 0.044 -0.139 0.025
C -0.569 -4.163 -1.717 0.064 0.017 0.058
N -1.885 -3.815 -1.638 -0.008 0.012 0.023
C -0.226 -5.458 -2.416 -0.082 0.180 -0.193
O 1.040 -5.795 -2.527 0.068 -0.059 0.032
O -1.144 -6.082 -2.856 0.023 -0.057 0.088
C 1.501 -2.855 -0.888 -0.219 0.101 0.048
O 2.462 -3.467 -1.185 0.057 -0.013 0.000
O 1.613 -1.597 -0.207 0.321 -0.038 -0.112
H -3.161 -0.943 -0.407 0.008 -0.009 0.002
H -3.912 -2.508 -0.018 -0.001 0.000 0.000
H -3.908 -1.918 -1.677 -0.003 -0.004 0.000
H -2.613 -4.405 -2.036 -0.012 0.011 0.000
H 1.673 -5.168 -2.139 -0.037 -0.002 0.016
C -2.342 -1.256 5.136 0.011 -0.032 0.045
N -2.115 -0.620 3.825 0.032 0.044 -0.073
C -2.977 0.525 3.506 -0.038 0.025 -0.018
C -1.195 -1.053 3.039 -0.042 -0.155 0.079
O -0.945 -0.520 1.881 0.243 0.101 -0.286
H -2.221 -0.503 5.913 -0.004 0.009 -0.009
H -1.630 -2.062 5.291 -0.001 0.001 -0.007
H -3.357 -1.647 5.164 -0.003 0.006 -0.006
H -2.704 1.362 4.147 0.005 -0.010 0.010
H -4.008 0.245 3.712 0.005 -0.011 0.004
H -2.872 0.802 2.462 0.011 0.000 0.004
H -0.606 -1.907 3.363 0.003 0.010 -0.001
C 2.301 4.391 -1.437 0.001 -0.019 0.016
N 1.214 3.460 -1.755 0.002 0.107 0.009
N 1.021 2.290 -1.075 0.033 -0.078 -0.079
C -0.117 1.721 -1.547 0.095 -0.047 0.030
O -0.525 0.504 -1.160 0.103 -0.074 0.084
C -0.667 2.541 -2.501 0.000 0.046 -0.021
C 0.197 3.638 -2.607 -0.055 -0.066 0.022
C 0.075 4.846 -3.460 0.008 0.009 -0.009
C 1.961 1.670 -0.202 -0.085 -0.007 0.041
C 1.468 1.284 1.066 -0.007 0.049 0.016
C 2.337 0.633 1.957 -0.029 -0.002 -0.087
C 3.639 0.348 1.573 0.064 0.004 -0.073
C 4.090 0.739 0.317 0.014 -0.045 0.084
C 3.252 1.394 -0.589 -0.056 -0.014 0.020
H 2.604 4.247 -0.403 0.000 0.009 -0.002
H 1.924 5.403 -1.550 -0.003 -0.001 -0.011
H 3.147 4.234 -2.103 0.005 -0.006 0.006
H -1.566 2.373 -3.068 0.002 -0.012 0.003
H -0.628 4.658 -4.267 -0.006 -0.001 0.006
H 1.033 5.132 -3.892 -0.003 -0.002 -0.004
H -0.306 5.686 -2.873 0.013 0.005 -0.001
H 0.552 1.751 1.428 0.054 0.035 0.031
H 1.996 0.386 2.955 0.002 0.006 0.005
H 4.311 -0.157 2.253 0.000 0.001 0.001
H 5.109 0.521 0.024 0.002 -0.003 0.006
H 3.609 1.657 -1.576 -0.007 0.009 -0.003
```
Positions in Å, forces in eV/Å.

Values from the calculation:
Lowest unoccupied orbital energy (alpha / beta) in eV: -10.2 / -10.8
Charge: +3
Multiplicity: 2
Kohn-Sham gap (alpha / beta) in eV: 7.905 / 7.118
Largest force on an atom in hartree/bohr: 0.0136
E_HOMO (alpha / beta) in Ha: -0.6663 / -0.6599
Expectation value of S²: 0.75


Molecular formula: C8H23N10O14Pb
Method: DFT, ωB97M-V with the def2-TZVPD basis set

The geometry in XYZ format:
```
56
Properties=species:S:1:pos:R:3:forces:R:3
Pb -10.266 17.331 -14.087 1.172 2.711 1.423
O -6.414 19.041 -16.110 1.579 -0.071 -0.953
C -7.144 19.410 -15.064 -3.895 3.587 4.465
O -6.994 20.534 -14.429 1.719 -2.272 -2.753
O -8.129 18.696 -14.779 -0.287 -2.079 -0.598
H -5.765 19.749 -16.093 0.546 0.232 -0.404
O -8.380 17.068 -10.102 0.377 -2.325 1.299
C -8.229 18.076 -10.931 0.865 6.331 -4.662
O -7.248 18.842 -10.993 0.357 -1.763 2.098
O -9.195 18.310 -11.760 -0.744 -2.242 0.443
H -9.002 16.621 -10.680 -1.141 -0.739 0.449
O -12.815 21.135 -13.950 -0.328 0.305 -0.116
C -11.584 20.629 -13.645 5.407 0.832 0.870
O -10.569 21.407 -13.539 -3.332 -0.112 -0.886
O -11.472 19.412 -13.487 -2.014 -1.905 -0.038
H -12.520 22.041 -14.068 -0.458 0.742 -0.106
C -10.442 19.474 -17.252 0.833 0.687 0.586
O -10.438 18.714 -16.360 -0.743 -3.950 3.432
N -10.795 19.187 -18.451 -1.876 -0.854 -5.799
N -9.963 20.671 -17.099 1.082 3.360 1.214
H -11.248 18.323 -18.711 0.112 0.430 0.358
H -10.897 19.999 -19.044 -0.181 -0.660 -0.433
H -9.810 20.784 -16.107 0.547 1.080 0.282
H -10.057 21.445 -17.740 0.063 -0.251 0.435
C -12.625 16.299 -11.153 1.556 0.279 -0.912
O -11.728 16.564 -11.886 2.718 -0.318 -2.720
N -12.793 15.156 -10.579 -0.150 -4.322 1.905
N -13.523 17.175 -10.920 -3.844 3.657 0.972
H -12.242 14.406 -10.971 -0.081 -0.047 0.747
H -13.406 15.082 -9.780 0.260 -0.592 -0.417
H -14.066 17.127 -10.070 -0.138 0.610 -0.511
H -13.364 17.983 -11.504 -0.323 0.645 0.740
C -10.974 15.202 -16.928 1.158 2.093 4.353
O -10.625 15.544 -15.781 0.553 -2.630 -1.405
N -12.182 15.506 -17.280 -3.232 0.382 -1.109
N -10.242 14.654 -17.867 2.581 -1.837 -2.416
H -12.249 15.882 -18.214 -0.876 -0.146 0.189
H -12.594 15.913 -16.452 -0.686 1.523 -0.361
H -10.160 15.188 -18.721 0.274 -0.748 -0.030
H -9.707 13.822 -17.667 0.392 0.770 -0.293
C -14.080 17.461 -15.020 3.499 -0.439 1.109
O -12.864 17.259 -15.156 -0.285 -0.080 -0.550
N -14.916 16.490 -15.298 -2.188 -1.530 -1.012
N -14.539 18.527 -14.419 -0.982 1.111 0.089
H -15.903 16.678 -15.197 0.186 -0.869 -0.144
H -14.476 15.602 -15.494 -0.757 0.077 -0.033
H -15.541 18.609 -14.320 0.536 0.717 0.378
H -13.801 19.159 -14.141 -0.194 0.837 0.272
C -8.329 14.473 -13.454 -2.647 2.374 2.551
O -9.455 14.948 -13.425 -0.795 -0.345 0.800
N -7.806 13.944 -14.470 1.990 -2.526 -4.986
N -7.500 14.454 -12.441 1.247 0.463 3.820
H -8.461 13.631 -15.172 0.816 0.030 -0.284
H -6.868 13.634 -14.259 -0.351 -0.706 -1.504
H -6.518 14.237 -12.540 -0.349 0.252 0.263
H -7.821 14.874 -11.581 0.451 0.239 -0.107
```
Positions in Å, forces in eV/Å.

Values from the calculation:
Lowest unoccupied orbital energy in eV: 2.0
Charge: -1
Multiplicity: 1
Kohn-Sham gap in eV: 5.150
Largest force on an atom in hartree/bohr: 0.1538
E_HOMO in Ha: -0.1163


Molecular formula: C5H11N2O
Method: DFT, ωB97M-V with the def2-TZVPD basis set

The geometry in XYZ format:
```
19
Properties=species:S:1:pos:R:3:forces:R:3
C 1.569 -1.207 1.104 2.571 -8.719 -0.533
C 1.153 0.065 1.021 -3.169 7.310 -0.843
C -1.435 -0.564 0.236 0.374 4.847 2.166
C 0.498 0.408 -1.465 0.358 0.530 -1.666
C 0.043 0.334 -0.003 -0.230 1.470 2.133
N -1.505 -1.563 -0.577 -1.948 -3.390 -0.080
N -0.399 1.741 0.456 0.472 -0.112 -2.443
O -2.242 -0.031 1.042 2.300 -2.135 -2.166
H 2.299 -1.492 1.868 -0.391 -0.326 -0.558
H 1.283 -1.891 0.238 0.855 0.618 1.574
H 1.372 0.738 1.898 -0.688 -0.480 -1.196
H -0.286 0.685 -2.218 0.046 0.151 1.094
H 1.355 1.149 -1.679 -1.090 -1.365 0.716
H 0.754 -0.579 -1.876 0.603 0.233 0.516
H -0.848 -1.699 -1.326 0.080 -0.090 0.247
H -2.207 -2.343 -0.394 1.076 1.589 -0.544
H -1.314 1.668 0.855 -1.519 -0.070 0.283
H -0.286 2.424 -0.294 -0.973 -0.141 -0.471
H 0.196 2.158 1.112 1.274 0.082 1.771
```
Positions in Å, forces in eV/Å.

Values from the calculation:
Lowest unoccupied orbital energy (alpha / beta) in eV: -3.1 / -6.6
Charge: +1
Multiplicity: 3
Kohn-Sham gap (alpha / beta) in eV: 6.983 / 8.094
Largest force on an atom in hartree/bohr: 0.1771
E_HOMO (alpha / beta) in Ha: -0.3688 / -0.5392
Expectation value of S²: 2.01


Result set for energy relative to the best compared isomer or geometry (same formula, charge and spin): 0.0000, 6.9184, 3.1330 eV, one per record in the order listed.